1.
# C19H32BrF5N2O8S

C19H32BrF5N2O8S in the gas phase in a non-equilibrium geometry (ωB97M-V/def2-TZVPD, OMol25).

Summary:
E_HOMO (eV): -9.21
Energy relative to the best compared isomer or geometry (same formula, charge and spin) (eV): 0.000
Spin multiplicity: 1
DFT total energy (eV): -134043.6472
Frontier orbital gap (eV): 9.48
SMILES string: CC[C@H](Br)[C@@H](O[C@@](N)(CCCCOC=O)[C@@H](COC)O[C@@H](O)N=C(C)C)S(=O)(=O)C(F)(F)C(F)(F)F
Max |F| (eV/A): 2.89

Each line ends with the natural charge from an NBO analysis.
Element x y z (Å)
C  1.684  -4.270  1.395  -0.631
C  2.038  -3.066  2.288  -0.427
C  2.550  -1.878  1.489  -0.253
Br  2.961  -0.378  2.678  0.008
C  1.599  -1.473  0.305  -0.139
O  1.122  -0.170  0.401  -0.540
C  -0.180  -0.024  0.927  0.403
N  -0.481  -1.080  1.901  -0.847
C  -0.289  1.316  1.689  -0.408
C  -0.278  2.602  0.866  -0.391
C  1.107  2.992  0.350  -0.448
C  1.738  4.081  1.195  -0.061
O  3.132  4.273  0.912  -0.539
C  3.404  4.403  -0.409  0.649
O  3.018  5.339  -1.088  -0.557
C  -1.292  -0.119  -0.158  0.050
C  -0.782  0.039  -1.597  -0.090
O  0.008  1.180  -1.822  -0.545
C  -0.670  2.178  -2.534  -0.249
O  -1.967  -1.366  -0.063  -0.518
C  -3.197  -1.397  -0.691  0.495
O  -3.171  -2.433  -1.673  -0.725
N  -4.236  -1.647  0.282  -0.502
C  -5.389  -1.151  0.063  0.401
C  -6.109  -1.261  -1.262  -0.719
C  -6.144  -0.441  1.142  -0.668
S  2.629  -1.553  -1.213  2.057
O  1.808  -1.462  -2.387  -0.907
O  3.396  -2.770  -1.209  -0.926
C  3.799  -0.094  -1.299  0.388
F  3.618  0.800  -0.318  -0.294
F  3.581  0.513  -2.475  -0.286
C  5.304  -0.512  -1.287  0.925
F  6.027  0.624  -1.191  -0.307
F  5.655  -1.129  -2.416  -0.288
F  5.566  -1.259  -0.206  -0.303
H  2.271  -4.252  0.481  0.226
H  0.615  -4.278  1.203  0.219
H  1.937  -5.182  1.924  0.222
H  1.226  -2.820  2.961  0.218
H  2.866  -3.375  2.924  0.214
H  3.521  -2.171  1.111  0.243
H  0.838  -2.231  0.132  0.276
H  -1.414  -0.943  2.262  0.385
H  0.134  -0.894  2.692  0.358
H  0.459  1.372  2.475  0.220
H  -1.260  1.262  2.178  0.204
H  -0.587  3.402  1.545  0.202
H  -1.034  2.578  0.091  0.205
H  1.798  2.155  0.325  0.232
H  0.995  3.335  -0.675  0.213
H  1.685  3.764  2.234  0.186
H  1.213  5.032  1.119  0.184
H  4.017  3.628  -0.887  0.128
H  -2.052  0.647  0.018  0.172
H  -0.252  -0.876  -1.855  0.219
H  -1.624  0.077  -2.293  0.161
H  -1.011  1.846  -3.517  0.174
H  -1.551  2.548  -1.997  0.155
H  -0.011  3.029  -2.672  0.202
H  -3.429  -0.472  -1.221  0.120
H  -2.983  -2.034  -2.524  0.468
H  -5.779  -0.485  -1.957  0.226
H  -7.177  -1.113  -1.134  0.222
H  -5.968  -2.242  -1.695  0.250
H  -5.694  -0.614  2.111  0.237
H  -7.196  -0.717  1.176  0.217
H  -6.109  0.617  0.881  0.230

2.
# C5H9Cl

C5H9Cl in the gas phase in a non-equilibrium geometry (ωB97M-V/def2-TZVPD, OMol25).

Summary:
E_HOMO (eV): -9.63
Energy relative to the best compared isomer or geometry (same formula, charge and spin) (eV): 2.430
Spin multiplicity: 1
DFT total energy (eV): -17850.9008
Frontier orbital gap (eV): 10.56
SMILES string: C=CC(C)(C)Cl
Max |F| (eV/A): 6.00

Each line ends with the natural charge from an NBO analysis.
Element x y z (Å)
C  -1.360  1.222  1.556  -0.367
C  -1.143  0.654  0.292  -0.189
C  -0.060  -0.331  -0.187  -0.117
C  -0.666  -1.498  -0.955  -0.623
C  0.600  -0.969  1.090  -0.632
Cl  1.224  0.584  -0.898  -0.002
H  -1.187  0.817  2.472  0.188
H  -2.045  2.183  1.580  0.202
H  -1.722  1.104  -0.463  0.194
H  0.312  -1.981  -1.514  0.245
H  -1.507  -0.876  -1.567  0.215
H  -1.308  -2.048  -0.294  0.232
H  1.135  -1.942  0.722  0.212
H  -0.134  -1.206  1.946  0.215
H  1.421  -0.442  1.621  0.228